A 10-piece molecular cluster, C29H77O28S9 overall, computed with the ωB97M-V functional and the def2-TZVPD basis.

Last columns: bonded neighbours and bond lengths (Å).
Cartesian coordinates (Å):
1 C 8.3924 2.8121 10.1710  C2 1.564, H4 1.087, H5 1.097, H6 1.098
2 C 7.9779 2.2727 11.5789  C1 1.564, O3 1.370, H7 1.114, H8 1.116
3 O 8.6098 1.1427 12.0258  C2 1.370
4 H 8.3507 2.0723 9.3755  C1 1.087
5 H 9.4002 3.2083 10.3469  C1 1.097
6 H 7.8589 3.7578 10.0112  C1 1.098
7 H 6.8780 2.0973 11.6058  C2 1.114
8 H 8.1579 3.1367 12.2624  C2 1.116
9 O 9.7083 6.5565 13.4330  S10 1.438
10 S 8.9505 7.4702 12.6212  O9 1.438, O11 1.444, O12 1.630, C15 1.807
11 O 7.9286 8.3137 13.1954  S10 1.444
12 O 9.9926 8.4072 11.7885  S10 1.630, C13 1.435
13 C 9.5295 9.1602 10.6587  O12 1.435, C14 1.485, H16 1.095, H17 1.095
14 C 8.8021 10.3924 11.0545  C13 1.485, H18 1.091, H19 1.094, H20 1.091
15 C 8.2004 6.5081 11.2876  S10 1.807, H21 1.088, H22 1.088, H23 1.087
16 H 9.0233 8.5315 9.9191  C13 1.095
17 H 10.4674 9.3716 10.1348  C13 1.095
18 H 8.7377 11.1735 10.2954  C14 1.091
19 H 9.3190 10.8685 11.8924  C14 1.094
20 H 7.7975 10.2033 11.4346  C14 1.091
21 H 7.9984 5.5021 11.6485  C15 1.088
22 H 8.9441 6.4531 10.4955  C15 1.088
23 H 7.3057 7.0104 10.9290  C15 1.087
24 O 11.8433 5.5655 10.1606  S25 1.437
25 S 11.5481 5.3111 8.7777  O24 1.437, O26 1.451, O27 1.610, C30 1.804
26 O 10.2578 5.7054 8.2445  S25 1.451
27 O 12.6587 6.0655 7.8887  S25 1.610, C28 1.437
28 C 12.4422 6.1588 6.4716  O27 1.437, C29 1.519, H31 1.092, H32 1.093
29 C 13.7779 6.5238 5.8460  C28 1.519, H33 1.092, H34 1.090, H35 1.088
30 C 11.8649 3.5845 8.3608  S25 1.804, H36 1.089, H37 1.086, H38 1.089
31 H 11.6713 6.9096 6.2867  C28 1.092
32 H 12.0270 5.2221 6.0910  C28 1.093
33 H 13.6050 6.7483 4.7910  C29 1.092
34 H 14.4828 5.6943 5.8959  C29 1.090
35 H 14.2752 7.3869 6.2841  C29 1.088
36 H 12.8378 3.3030 8.7610  C30 1.089
37 H 11.8177 3.2966 7.3144  C30 1.086
38 H 11.1616 2.9578 8.9076  C30 1.089
39 O 4.5455 -0.5434 15.8243  S40 1.438
40 S 5.2121 -0.5268 14.5508  O39 1.438, O41 1.457, O42 1.603, C45 1.827
41 O 5.9901 -1.7061 14.1947  S40 1.457
42 O 4.1691 -0.1689 13.3871  S40 1.603, C43 1.441
43 C 4.6725 -0.0403 12.0430  O42 1.441, C44 1.520, H46 1.091, H47 1.092
44 C 3.5383 0.5809 11.2449  C43 1.520, H48 1.092, H49 1.092, H50 1.086
45 C 6.2920 0.9462 14.5344  S40 1.827, H51 1.092, H52 1.087, H53 1.085
46 H 4.9935 -0.9898 11.6115  C43 1.091
47 H 5.5340 0.6297 12.0035  C43 1.092
48 H 2.6846 -0.0990 11.2119  C44 1.092
49 H 3.8224 0.6442 10.1926  C44 1.092
50 H 3.2786 1.5471 11.6667  C44 1.086
51 H 6.8226 0.9550 13.5799  C45 1.092
52 H 7.0363 0.7842 15.3105  C45 1.087
53 H 5.6994 1.8210 14.7808  C45 1.085
54 O 11.7226 -1.6030 15.9742  S55 1.442
55 S 11.2593 -1.4392 14.6181  O54 1.442, O56 1.444, O57 1.640, C60 1.838
56 O 12.1750 -1.2725 13.5140  S55 1.444
57 O 10.4074 -2.7899 14.2451  S55 1.640, C58 1.428
58 C 10.0573 -3.7542 15.2388  O57 1.428, C59 1.515, H61 1.092, H62 1.092
59 C 11.2225 -4.6944 15.4709  C58 1.515, H63 1.093, H64 1.089, H65 1.091
60 C 9.9149 -0.1880 14.5388  S55 1.838, H66 1.090, H67 1.085, H68 1.088
61 H 9.1848 -4.2855 14.8541  C58 1.092
62 H 9.7300 -3.2711 16.1623  C58 1.092
63 H 11.9516 -4.1723 16.0956  C59 1.093
64 H 11.7688 -4.9343 14.5594  C59 1.089
65 H 10.9636 -5.6171 15.9915  C59 1.091
66 H 9.7610 -0.0157 13.4735  C60 1.090
67 H 10.2595 0.6517 15.1338  C60 1.085
68 H 9.0663 -0.6839 15.0051  C60 1.088
69 O 7.5770 2.9884 16.4485  S70 1.444
70 S 9.0034 3.2090 16.4164  O69 1.444, O71 1.446, O72 1.646, C75 1.834
71 O 9.5554 4.4369 16.9446  S70 1.446
72 O 9.6780 1.8659 17.0872  S70 1.646, C73 1.418
73 C 10.9428 1.9708 17.7202  O72 1.418, C74 1.538, H76 1.092, H77 1.093
74 C 10.8051 2.5768 19.1271  C73 1.538, H78 1.097, H79 1.089, H80 1.089
75 C 9.6337 2.9871 14.7079  S70 1.834, H81 1.086, H82 1.088, H83 1.091
76 H 11.7468 2.4276 17.1402  C73 1.092
77 H 11.2541 0.9355 17.8819  C73 1.093
78 H 11.4129 2.0167 19.8487  C74 1.097
79 H 9.8317 2.4841 19.6072  C74 1.089
80 H 11.1603 3.6052 19.1733  C74 1.089
81 H 10.7059 3.1369 14.7908  C75 1.086
82 H 9.1327 3.7249 14.0851  C75 1.088
83 H 9.3531 2.0030 14.3299  C75 1.091
84 O 4.1315 6.2801 10.4815  S85 1.425
85 S 3.3231 5.2572 11.0579  O84 1.425, O86 1.451, O87 1.623, C90 1.807
86 O 3.1131 4.0148 10.3384  S85 1.451
87 O 3.8777 4.9768 12.5572  S85 1.623, C88 1.447
88 C 5.1319 4.2573 12.6172  O87 1.447, C89 1.525, H91 1.091, H92 1.091
89 C 5.9253 4.8637 13.7704  C88 1.525, H93 1.090, H94 1.090, H95 1.095
90 C 1.6893 5.8335 11.5703  S85 1.807, H96 1.088, H97 1.085, H98 1.085
91 H 5.7181 4.3275 11.6998  C88 1.091
92 H 4.8986 3.2087 12.8050  C88 1.091
93 H 5.4643 4.9027 14.7575  C89 1.090
94 H 6.2592 5.8866 13.5933  C89 1.090
95 H 6.7868 4.1964 13.8751  C89 1.095
96 H 1.0866 5.7530 10.6678  C90 1.088
97 H 1.7940 6.8541 11.9245  C90 1.085
98 H 1.3018 5.1336 12.3032  C90 1.085
99 O 7.8561 -1.9978 8.7517  S100 1.445
100 S 6.4720 -1.7053 9.0442  O99 1.445, O101 1.433, O102 1.623, C105 1.813
101 O 5.4658 -2.3141 8.2255  S100 1.433
102 O 6.1861 -2.0425 10.6057  S100 1.623, C103 1.449
103 C 7.1845 -1.5918 11.5543  O102 1.449, C104 1.505, H106 1.090, H107 1.093
104 C 7.4961 -2.7110 12.5115  C103 1.505, H108 1.099, H109 1.085, H110 1.092
105 C 6.2249 0.0909 9.0555  S100 1.813, H111 1.089, H112 1.094, H113 1.086
106 H 6.7638 -0.7095 12.0357  C103 1.090
107 H 8.1189 -1.2469 11.1044  C103 1.093
108 H 6.5779 -2.8927 13.0869  C104 1.099
109 H 8.2926 -2.5083 13.2200  C104 1.085
110 H 7.5871 -3.6884 12.0333  C104 1.092
111 H 6.6174 0.4645 8.1111  C105 1.089
112 H 6.8241 0.5156 9.8662  C105 1.094
113 H 5.1790 0.3413 9.2090  C105 1.086
114 O 13.8374 0.8594 11.9986  S115 1.447
115 S 13.2102 1.9401 11.2691  O114 1.447, O116 1.457, O117 1.622, C120 1.790
116 O 14.1248 2.8716 10.6230  S115 1.457
117 O 12.3244 1.2911 10.0747  S115 1.622, C118 1.432
118 C 11.5899 0.1033 10.3933  O117 1.432, C119 1.502, H121 1.092, H122 1.096
119 C 10.6227 -0.1784 9.2787  C118 1.502, H123 1.087, H124 1.094, H125 1.092
120 C 11.9269 2.7805 12.1920  S115 1.790, H126 1.084, H127 1.094, H128 1.088
121 H 11.1093 0.1422 11.3732  C118 1.092
122 H 12.3377 -0.6941 10.4671  C118 1.096
123 H 10.2957 -1.2142 9.2453  C119 1.087
124 H 11.0501 0.0389 8.2950  C119 1.094
125 H 9.7713 0.5011 9.3611  C119 1.092
126 H 11.3602 2.0094 12.7016  C120 1.084
127 H 11.3802 3.2539 11.3714  C120 1.094
128 H 12.3276 3.6752 12.6647  C120 1.088
129 O 8.2977 1.5758 6.2384  S130 1.432
130 S 9.0215 2.6370 5.6043  O129 1.432, O131 1.440, O132 1.627, C135 1.820
131 O 10.4539 2.7303 5.4933  S130 1.440
132 O 8.3718 2.7960 4.1211  S130 1.627, C133 1.423
133 C 9.1875 2.5807 2.9747  O132 1.423, C134 1.527, H136 1.090, H137 1.091
134 C 8.5165 3.2541 1.7792  C133 1.527, H138 1.091, H139 1.090, H140 1.091
135 C 8.3798 4.2341 6.1945  S130 1.820, H141 1.089, H142 1.083, H143 1.085
136 H 9.3323 1.5252 2.7463  C133 1.090
137 H 10.1617 3.0554 3.1013  C133 1.091
138 H 7.5294 2.8187 1.6158  C134 1.091
139 H 9.1157 3.1388 0.8757  C134 1.090
140 H 8.3612 4.3283 1.8910  C134 1.091
141 H 8.3596 4.1403 7.2790  C135 1.089
142 H 7.3927 4.3480 5.7628  C135 1.083
143 H 9.1174 4.9673 5.8863  C135 1.085

Charge   -1
Frontier orbital gap   6.84 eV
HOMO energy   -5.22 eV
E_tot   -6841.4195 hartree
M   1162.5 g/mol

Atomic partial charges in e from the Mulliken method, atoms 1 to 4: C -0.369; C 1.499; O 0.578; H -0.142